Density functional theory data (ωB97M-V/def2-TZVPD) for a molecular structure, C12H28BiNO3P2 at a distorted geometry.

LUMO (eV): 0.1
F_max (eV Å⁻¹): 2.7
Orbital gap (eV): 6.1
Electronic energy (Ha): -1651.6287
ΔE to the lowest compared entry with this formula, charge and spin (kJ/mol): 0.00

```
47
C12H28BiNO3P2 (ωB97M-V/def2-TZVPD)
C 0.414 3.568 -0.407
C -0.190 2.308 -0.284
N 0.196 1.454 0.706
C 1.327 1.717 1.377
C 2.002 2.928 1.249
C 1.525 3.884 0.355
C -1.152 1.867 -1.301
P -2.238 0.473 -0.928
Bi -1.385 -0.691 1.260
P 1.219 -1.015 1.970
C 1.863 0.662 2.322
O 0.451 1.087 -3.114
O 2.146 -0.282 -1.921
H -0.036 4.264 -1.126
H 2.900 3.071 1.856
H 2.007 4.858 0.267
C -3.928 1.104 -0.698
C -2.270 -0.590 -2.396
H 2.959 0.612 2.234
H 1.603 0.906 3.366
H -0.326 1.517 -2.417
H -1.729 2.709 -1.708
C 1.544 -1.959 3.477
C 2.284 -1.607 0.653
H 1.502 -1.955 -2.642
H 3.053 -0.116 -2.230
H 1.472 0.382 -2.427
H 0.720 1.809 -3.703
H -1.491 -1.166 2.990
H 1.085 -2.619 -2.729
H -4.241 1.645 -1.603
H -4.611 0.258 -0.529
H -3.968 1.784 0.166
H -3.141 -0.315 -3.011
H -1.348 -0.440 -2.977
H -2.348 -1.637 -2.075
H 3.328 -1.511 0.994
H 2.058 -2.662 0.445
H 2.135 -1.020 -0.282
H 2.621 -1.931 3.695
H 0.979 -1.523 4.313
H 1.221 -2.999 3.325
C -2.073 -3.799 0.724
O -1.404 -2.607 0.363
H -1.320 -4.577 0.932
H -2.679 -4.129 -0.137
H -2.737 -3.720 1.606
```

Atom charges from the Mulliken analysis, given in e for atoms 1 to 5: number 1, C, carries -0.82; number 2, C, carries 0.43; number 3, N, carries 0.19; number 4, C, carries 0.40; number 5, C, carries -0.74


Density functional theory data (ωB97M-V/def2-TZVPD) for 4 unconnected molecules or ions with the total composition C24H51BBrCl6N3O8P at a distorted geometry.

LUMO (eV): 2.2
Charge: -1
F_max (eV Å⁻¹): 4.5
Orbital gap (eV): 7.3
Electronic energy (Ha): -7412.7078

```
95
C24H51BBrCl6N3O8P (ωB97M-V/def2-TZVPD)
C 0.716 -4.544 -1.545
C 1.432 -3.316 -0.747
C 0.383 -2.145 -0.394
Br 0.454 -1.883 1.570
C 0.459 -0.835 -1.300
C 0.818 -1.347 -2.804
O -0.968 -0.545 -1.510
P -1.567 0.897 -0.711
N -2.055 0.107 0.817
O -3.096 0.330 -1.298
C -4.262 0.959 -0.772
C -5.441 -0.119 -0.468
C -5.174 -0.868 0.918
C -5.756 -1.080 -1.705
C -4.771 -2.332 -1.861
C -5.845 -0.319 -3.125
O -1.594 1.909 -2.156
B -1.716 3.285 -1.828
O -0.711 4.127 -1.226
O -3.017 3.918 -2.083
O 0.060 1.318 -0.211
C 1.134 0.533 -0.832
C 1.488 1.555 -2.068
C 3.002 1.585 -2.534
N 3.292 0.499 -3.557
N 2.217 0.663 0.139
C 2.196 1.782 1.069
C 2.956 3.138 0.620
O 1.692 1.810 2.212
C 3.227 -0.324 0.299
C 4.184 -0.984 -0.797
O 3.490 -0.708 1.489
H 1.398 -4.914 -2.382
H -0.337 -4.290 -1.891
H 0.613 -5.426 -0.815
H 2.379 -2.977 -1.267
H 1.770 -3.783 0.251
H -0.649 -2.612 -0.599
H 0.126 -2.255 -2.961
H 1.893 -1.694 -2.915
H 0.521 -0.596 -3.602
H -2.030 2.118 -0.066
H -1.400 0.314 1.583
H -2.149 -0.907 0.659
H -4.698 1.638 -1.603
H -4.170 1.581 0.177
H -6.387 0.529 -0.312
H -4.243 -1.528 0.925
H -5.017 -0.091 1.751
H -6.077 -1.533 1.193
H -6.815 -1.503 -1.522
H -3.944 -2.157 -2.637
H -5.408 -3.216 -2.240
H -4.285 -2.682 -0.896
H -6.612 -0.882 -3.767
H -4.839 -0.387 -3.655
H -6.172 0.765 -3.008
H -0.461 4.830 -1.858
H -3.468 3.946 -1.205
H 0.791 1.419 -2.958
H 1.248 2.602 -1.652
H 3.786 1.607 -1.715
H 3.144 2.572 -3.123
H 4.182 0.762 -4.022
H 2.534 0.571 -4.247
H 2.362 3.744 -0.135
H 3.982 2.809 0.208
H 3.204 3.728 1.575
H 4.827 -1.825 -0.377
H 4.910 -0.151 -1.123
H 3.659 -1.330 -1.741
Cl 2.555 -1.022 7.506
C 3.335 -0.563 5.970
C 2.907 -1.451 4.821
Cl 3.531 -3.113 4.986
H 4.416 -0.592 6.118
H 3.048 0.470 5.766
H 3.301 -1.057 3.881
H 1.821 -1.504 4.738
Cl 9.081 -1.633 0.919
C 7.618 -1.915 1.897
C 7.028 -3.290 1.661
Cl 6.331 -3.451 0.030
H 6.899 -1.127 1.668
H 7.913 -1.814 2.943
H 6.219 -3.472 2.370
H 7.775 -4.076 1.788
Cl -3.453 3.133 1.577
C -4.427 4.517 2.135
C -5.336 4.148 3.290
Cl -6.643 3.045 2.792
H -4.995 4.896 1.283
H -3.725 5.292 2.449
H -5.814 5.046 3.687
H -4.781 3.672 4.100
```

Atom charges from the Mulliken analysis, given in e for atoms 1 to 5: number 1, C, carries -1.21; number 2, C, carries 0.09; number 3, C, carries -1.04; number 4, Br, carries -0.15; number 5, C, carries 1.23


Density functional theory data (ωB97M-V/def2-TZVPD) for C24H32N2O5 in the gas phase.

LUMO (eV): 0.7
F_max (eV Å⁻¹): 0.6
Orbital gap (eV): 8.8
Electronic energy (Ha): -1419.4395
SMILES: COCCNC(=O)c1cccc(OC2CCN(Cc3ccccc3OCCO)CC2)c1
ΔE to the lowest compared entry with this formula, charge and spin (kJ/mol): 141.63

```
63
C24H32N2O5 (ωB97M-V/def2-TZVPD)
C -3.975 -2.823 -1.343
O -4.114 -1.429 -1.419
C -4.605 -0.859 -0.221
C -4.696 0.656 -0.416
N -3.438 1.195 -0.876
C -2.510 1.713 -0.052
O -2.703 1.892 1.144
C -1.211 2.058 -0.700
C -0.564 3.237 -0.347
C 0.673 3.532 -0.890
C 1.294 2.638 -1.743
C 0.670 1.438 -2.075
O 1.277 0.558 -2.941
C 2.057 -0.493 -2.357
C 1.235 -1.390 -1.434
C 2.115 -2.493 -0.830
N 3.294 -2.012 -0.152
C 3.176 -1.650 1.252
C 2.615 -0.282 1.579
C 3.466 0.807 1.689
C 2.984 2.082 1.928
C 1.623 2.274 2.063
C 0.752 1.200 1.987
C 1.237 -0.083 1.763
O 0.454 -1.206 1.703
C -0.943 -1.067 1.583
C -1.676 -0.864 2.923
O -2.999 -0.444 2.718
C 4.068 -1.136 -0.998
C 3.274 0.036 -1.598
C -0.598 1.166 -1.573
H -4.941 -3.309 -1.158
H -3.281 -3.109 -0.543
H -3.582 -3.151 -2.303
H -5.601 -1.261 0.015
H -3.933 -1.092 0.617
H -4.941 1.129 0.537
H -5.462 0.890 -1.158
H -3.181 0.967 -1.824
H -1.044 3.911 0.345
H 1.166 4.458 -0.635
H 2.266 2.856 -2.158
H 2.388 -1.065 -3.232
H 0.411 -1.843 -1.989
H 0.824 -0.781 -0.632
H 2.456 -3.152 -1.640
H 1.526 -3.086 -0.130
H 4.186 -1.714 1.672
H 2.558 -2.413 1.727
H 4.530 0.650 1.577
H 3.666 2.915 2.006
H 1.225 3.261 2.243
H -0.302 1.388 2.106
H -1.282 -1.997 1.117
H -1.189 -0.237 0.911
H -1.730 -1.811 3.466
H -1.121 -0.147 3.542
H -2.989 0.450 2.328
H 4.461 -1.746 -1.822
H 4.916 -0.754 -0.427
H 3.915 0.604 -2.275
H 2.937 0.700 -0.800
H -1.082 0.240 -1.848
```

Atom charges from the Mulliken analysis, given in e for atoms 1 to 5: number 1, C, carries -0.73; number 2, O, carries -0.34; number 3, C, carries -0.19; number 4, C, carries -0.88; number 5, N, carries -0.11


Density functional theory data (ωB97M-V/def2-TZVPD) for a molecular structure, C18H30AsCl5F6N3O6RuS2Si3 at a distorted geometry.

Multiplicity: 5
LUMO (alpha / beta) (eV): -3.9 / -6.3
Charge: +1
F_max (eV Å⁻¹): 1.8
Orbital gap (alpha / beta) (eV): 7.8 / 5.4
Electronic energy (Ha): -8215.0083
ΔE to the lowest compared entry with this formula, charge and spin (kJ/mol): 325.66

```
75
C18H30AsCl5F6N3O6RuS2Si3 (ωB97M-V/def2-TZVPD)
Ru 0.273 -0.092 0.277
N 2.763 -0.072 0.173
N 3.173 0.128 1.501
C 2.216 -0.002 2.514
O 2.545 -0.083 3.663
O 0.958 0.068 2.093
H 2.968 -1.022 -0.127
H 3.254 0.581 -0.427
H 4.074 -0.249 1.762
F -5.343 -0.922 1.871
C -4.475 -0.665 0.921
F -4.988 0.242 0.093
F -4.185 -1.757 0.230
S -2.896 0.064 1.672
O -2.584 1.104 0.669
O -3.204 0.520 2.988
N -1.719 -1.013 1.534
S -1.918 -2.384 2.425
O -3.253 -2.440 2.934
O -1.348 -3.476 1.708
C -0.825 -2.131 3.899
F 0.444 -2.318 3.561
F -0.980 -0.912 4.395
F -1.174 -3.029 4.809
C 2.919 3.078 1.067
Si 1.894 3.546 -0.383
C 2.050 5.351 -0.702
C 2.149 2.569 -1.946
As -0.544 2.250 0.269
Si -1.935 3.199 -1.520
C -1.870 2.035 -2.959
C -1.281 4.836 -2.092
C -3.669 3.455 -0.918
Si -0.958 3.512 2.343
C -0.141 2.565 3.690
C -2.782 3.734 2.507
C -0.212 5.199 2.078
H 3.964 3.188 0.748
H 2.785 2.055 1.413
H 2.759 3.759 1.899
H 3.057 5.436 -1.133
H 2.033 5.934 0.217
H 1.356 5.779 -1.412
H 3.225 2.413 -2.081
H 1.791 3.139 -2.805
H 1.658 1.597 -1.952
H -0.852 1.782 -3.262
H -2.347 2.552 -3.798
H -2.433 1.117 -2.795
H -0.401 4.739 -2.726
H -1.078 5.546 -1.291
H -2.077 5.266 -2.708
H -4.002 2.730 -0.182
H -4.322 3.375 -1.792
H -3.786 4.461 -0.512
H -0.548 1.558 3.791
H -0.314 3.099 4.630
H 0.936 2.477 3.539
H -3.309 2.814 2.750
H -3.218 4.168 1.609
H -2.927 4.444 3.326
H 0.856 5.239 2.278
H -0.698 5.877 2.785
H -0.403 5.598 1.081
Cl 2.535 -3.075 1.444
C 1.241 -3.235 0.306
C 0.615 -2.112 -0.207
C -0.388 -2.357 -1.108
Cl -1.079 -0.809 -1.647
C -0.869 -3.573 -1.520
Cl -2.184 -3.686 -2.605
C -0.222 -4.689 -0.981
Cl -0.745 -6.252 -1.426
C 0.837 -4.517 -0.084
Cl 1.615 -5.894 0.567
```

Atom charges from the Mulliken analysis, given in e for atoms 1 to 5: number 1, Ru, carries 1.75; number 2, N, carries -0.66; number 3, N, carries -0.22; number 4, C, carries 0.08; number 5, O, carries -0.62


Density functional theory data (ωB97M-V/def2-TZVPD) for a molecular structure, C53H34F5IIrN3PS at a distorted geometry.

Multiplicity: 5
LUMO (alpha / beta) (eV): -2.7 / -4.7
Charge: +1
F_max (eV Å⁻¹): 1.1
Orbital gap (alpha / beta) (eV): 6.4 / 5.2
Electronic energy (Ha): -3844.9658

```
99
C53H34F5IIrN3PS (ωB97M-V/def2-TZVPD)
Ir 0.998 0.618 0.506
C 4.450 -0.370 3.374
C 3.493 -0.409 2.361
N 2.448 0.397 2.307
C 2.266 1.277 3.315
C 3.195 1.406 4.372
C 4.314 0.559 4.377
C 2.974 2.371 5.395
C 1.838 3.107 5.425
C 0.843 2.949 4.420
C -0.385 3.628 4.462
C -1.286 3.444 3.442
C -0.935 2.606 2.381
N 0.201 1.948 2.322
C 1.080 2.078 3.332
H 5.283 -1.054 3.352
H 3.599 -1.136 1.568
H 5.034 0.632 5.177
H 3.734 2.493 6.154
H 1.656 3.826 6.210
H -0.608 4.272 5.297
H -2.246 3.936 3.448
H -1.616 2.465 1.557
I 3.357 0.023 -1.102
C 2.949 -0.999 -2.950
C 4.004 -0.875 -3.823
C 4.018 -1.550 -5.045
C 2.963 -2.357 -5.353
C 1.862 -2.492 -4.482
C 0.822 -3.359 -4.874
C -0.268 -3.545 -4.077
C -0.355 -2.836 -2.878
C 0.626 -1.966 -2.436
P 0.084 -1.216 -0.810
C -0.171 -2.765 0.122
C -1.365 -3.478 0.142
C -1.450 -4.666 0.846
C -0.359 -5.141 1.554
C 0.831 -4.428 1.549
C 0.925 -3.248 0.834
C -1.577 -0.643 -1.271
C -1.856 -0.164 -2.547
C -3.142 0.228 -2.872
C -4.156 0.148 -1.929
C -3.866 -0.267 -0.638
C -2.575 -0.630 -0.298
C 1.803 -1.787 -3.226
H 4.851 -0.262 -3.554
H 4.863 -1.443 -5.707
H 2.954 -2.918 -6.273
H 0.909 -3.873 -5.820
H -1.063 -4.219 -4.360
H -1.246 -2.978 -2.284
H -2.243 -3.099 -0.359
H -2.378 -5.215 0.838
H -0.434 -6.067 2.104
H 1.690 -4.794 2.092
H 1.847 -2.683 0.831
H -1.068 -0.111 -3.286
H -3.354 0.577 -3.871
H -5.164 0.432 -2.192
H -4.642 -0.317 0.112
H -2.334 -0.910 0.719
N 0.316 2.068 -0.701
C -0.263 2.745 -1.578
C 0.246 2.776 -2.971
C -0.637 2.852 -4.045
C -0.144 2.812 -5.337
C 1.221 2.717 -5.562
C 2.102 2.672 -4.492
C 1.617 2.693 -3.199
C -1.444 3.599 -1.280
C -1.431 4.940 -1.655
C -2.485 5.765 -1.306
C -3.567 5.257 -0.603
C -3.597 3.915 -0.262
C -2.536 3.086 -0.589
H -1.700 2.930 -3.866
H -0.830 2.864 -6.170
H 1.596 2.681 -6.573
H 3.168 2.630 -4.661
H 2.289 2.679 -2.352
H -0.590 5.342 -2.201
H -2.462 6.806 -1.592
H -4.382 5.907 -0.324
H -4.449 3.503 0.258
H -2.562 2.035 -0.339
F -1.940 -5.547 6.047
C -1.642 -4.507 5.270
C -0.422 -3.847 5.405
F 0.462 -4.253 6.320
C -0.132 -2.758 4.597
F 1.056 -2.146 4.723
C -1.051 -2.262 3.663
S -0.764 -0.803 2.790
C -2.259 -2.962 3.535
F -3.157 -2.544 2.632
C -2.552 -4.071 4.309
F -3.701 -4.724 4.129
```

Atom charges from the Mulliken analysis, given in e for atoms 1 to 5: number 1, Ir, carries 1.37; number 2, C, carries -1.26; number 3, C, carries -0.19; number 4, N, carries 0.45; number 5, C, carries -0.25


Density functional theory data (ωB97M-V/def2-TZVPD) for 2 unconnected molecules or ions with the total composition C23H20BF3NO5 at a distorted geometry.

LUMO (eV): -5.8
Charge: +1
F_max (eV Å⁻¹): 3.2
Orbital gap (eV): 5.5
Electronic energy (Ha): -1643.6425
ΔE to the lowest compared entry with this formula, charge and spin (kJ/mol): 156.56

```
53
C23H20BF3NO5 (ωB97M-V/def2-TZVPD)
C 3.161 -4.255 0.566
C 2.113 -3.293 0.855
C 1.177 -3.307 1.853
C 0.480 -2.072 1.779
C 0.940 -1.359 0.683
B 1.125 0.262 0.345
N 2.506 1.065 0.602
C 3.236 0.773 1.850
C 3.325 0.833 -0.617
C 2.268 0.662 -1.689
O 2.420 0.830 -2.881
O 1.046 0.399 -1.117
C 1.980 2.494 0.604
C 0.541 2.385 1.028
O -0.237 3.297 1.248
O 0.157 1.072 1.082
O 1.979 -2.135 0.141
H 3.215 -4.925 1.425
H 2.888 -4.874 -0.294
H 4.157 -3.840 0.413
H 1.037 -4.119 2.553
H -0.311 -1.753 2.446
H 3.869 1.638 2.088
H 2.521 0.588 2.662
H 3.867 -0.115 1.701
H 4.002 1.684 -0.817
H 3.931 -0.078 -0.525
H 2.557 3.106 1.309
H 2.027 2.960 -0.398
F -4.253 2.883 1.965
C -4.005 1.557 1.688
C -4.981 0.608 2.001
C -4.718 -0.714 1.631
F -5.722 -1.649 1.783
C -3.550 -1.094 0.985
C -2.614 -0.096 0.601
C -1.566 -0.375 -0.336
C -1.632 0.233 -1.612
C -1.365 -0.568 -2.764
C -1.085 0.012 -3.985
C -1.044 1.413 -4.106
C -1.519 2.168 -3.033
F -1.519 3.538 -3.154
C -1.941 1.607 -1.836
C -2.828 1.230 1.043
H -5.883 0.901 2.521
H -3.375 -2.126 0.679
H -1.021 -1.314 -0.261
H -1.358 -1.652 -2.626
H -0.878 -0.623 -4.851
H -0.666 1.913 -4.999
H -2.369 2.229 -1.054
H -2.084 1.993 0.825
```

Atom charges from the Mulliken analysis, given in e for atoms 1 to 5: number 1, C, carries -1.36; number 2, C, carries 0.40; number 3, C, carries -1.03; number 4, C, carries -0.49; number 5, C, carries 0.45


> What is the F_max in the fourth record?

1.8 eV Å⁻¹


> Which value of F_max does entry 1 give?

2.7 eV Å⁻¹


> What is the electronic energy in the third record?

-1419.4395 Ha